Below is a structure of composition C18H25BCl2HgN5O5S3, with properties calculated with wB97M-V/def2-TZVPD.

HOMO energy (alpha / beta)   -5.37 / -7.63 eV
Frontier orbital gap (alpha / beta)   5.87 / 8.18 eV
E_LUMO (alpha / beta)   0.0184 / 0.0200 hartree
2S+1   2
<S²>   0.7631
Energy relative to the best compared isomer or geometry (same formula, charge and spin)   0.0 kJ/mol

Atoms and positions in Å:
Hg1 0.436442 0.826481 -0.097439
O1 4.079979 1.218910 -2.961206
C1 3.117911 1.056545 -2.039729
O2 2.137769 1.764965 -2.036041
C2 3.379492 -0.073979 -1.098672
C3 4.604359 -0.686579 -1.104566
C4 4.820948 -1.744976 -0.181435
C5 3.811159 -2.093281 0.660950
C6 2.558746 -1.425556 0.628815
N1 2.356656 -0.411808 -0.291819
C7 1.457934 -1.748044 1.481438
O3 1.604435 -2.735374 2.419742
O4 0.343763 -1.215216 1.430953
H1 3.802515 1.959958 -3.512274
H2 5.369810 -0.367972 -1.793036
H3 5.768640 -2.263099 -0.149527
H4 3.988404 -2.910532 1.350545
H5 2.514251 -3.046838 2.436569
C8 -1.917406 -1.874708 -4.079791
N2 -2.693440 -1.229117 -3.042586
C9 -4.027306 -1.448662 -2.785053
C10 -4.359805 -0.623861 -1.768228
N3 -3.245724 0.101903 -1.405995
B1 -3.279336 1.209527 -0.301759
N4 -2.878815 0.541101 1.066224
C11 -3.560290 -0.511523 1.628831
C12 -2.987221 -0.806094 2.819044
N5 -1.954131 0.083838 2.986753
C13 -0.993216 0.058326 4.072375
C14 -1.893331 0.879076 1.902828
S1 -0.672394 2.090108 1.689323
C15 -2.231378 -0.275791 -2.200260
S2 -0.636357 0.342597 -2.364413
H6 -2.495631 -2.713299 -4.461769
H7 -0.979272 -2.231499 -3.661225
H8 -1.704252 -1.176130 -4.888067
H9 -4.603637 -2.163921 -3.342433
H10 -5.303957 -0.462596 -1.281151
H11 -4.429323 1.559930 -0.210734
H12 -2.520225 2.093109 -0.563894
H13 -4.404880 -0.960706 1.139775
H14 -3.214119 -1.556771 3.553373
H15 -1.414650 -0.537771 4.878560
H16 -0.808387 1.070044 4.423788
H17 -0.066037 -0.389168 3.718380
Cl1 -2.559870 -3.609163 -0.461932
C16 -0.922657 -4.292937 -0.481686
Cl2 0.240629 -3.189468 -1.212211
H18 -0.955402 -5.208625 -1.060910
H19 -0.623910 -4.478062 0.544278
C17 1.413308 4.494385 -0.305684
S3 2.708880 3.938922 0.806873
C18 2.032599 4.639000 2.316545
O5 2.551302 2.458217 0.935561
H20 1.456292 5.578495 -0.403729
H21 0.442638 4.177623 0.075169
H22 1.603706 4.020560 -1.266732
H23 1.995575 5.724700 2.236461
H24 2.698053 4.351869 3.127696
H25 1.040165 4.222938 2.485135

Cartesian forces (eV/Å) of the 6 atoms listed first:
0.049 -0.193 -0.055
0.178 -0.104 0.114
-0.148 -0.101 -0.094
-0.005 -0.032 0.117
-0.032 0.057 -0.018
-0.073 -0.008 0.032

***

Below is a structure of composition C18H25Br27I2N3O, with properties calculated with wB97M-V/def2-TZVPD.

HOMO energy   -11.30 eV
Total charge   +1
Frontier orbital gap   8.09 eV
E_LUMO   -0.1176 hartree
2S+1   1

Atoms and positions in Å:
C1 1.972975 1.186254 -1.151108
C2 2.310269 0.220967 -2.274085
I1 1.395349 0.655695 -4.096062
C3 3.132323 -0.843660 -2.056796
I2 3.603520 -2.231033 -3.614378
N1 3.627398 -1.024038 -0.721588
C4 5.058901 -1.405644 -0.572084
C5 5.318650 -1.571685 0.956062
C6 4.192231 -0.922144 1.761318
N2 2.901493 -1.614473 1.481548
C7 2.808970 -1.827191 0.088817
N3 2.019224 -2.760896 -0.363231
C8 1.139023 -3.617274 0.445370
C9 -0.042121 -2.878816 1.130443
O1 0.093280 -2.939764 2.552847
H1 2.823588 1.862925 -1.010249
H2 1.090994 1.783519 -1.389459
H3 1.784341 0.677314 -0.205348
H4 5.235920 -2.353126 -1.081486
H5 5.666956 -0.595848 -0.979575
H6 6.279175 -1.140279 1.249197
H7 5.316887 -2.644700 1.180190
H8 4.420307 -0.989192 2.830366
H9 4.099947 0.150000 1.540611
H10 2.147897 -0.955259 1.691369
H11 1.998944 -2.925704 -1.364822
H12 1.708930 -4.184460 1.178652
H13 0.699477 -4.340383 -0.249451
H14 -0.990052 -3.351266 0.868086
H15 -0.010523 -1.823238 0.829389
H16 0.287789 -2.069990 2.904833
C10 -1.393074 1.653914 2.342447
Br1 -1.057054 -0.135521 2.994498
Br2 -3.266217 2.062653 2.397816
Br3 -0.353510 2.971032 3.277357
H17 -1.087519 1.680344 1.302778
C11 -3.544033 0.627089 -1.648587
Br4 -5.078943 1.451137 -2.463666
Br5 -3.811958 -1.233151 -1.251034
Br6 -1.972717 0.927587 -2.733352
H18 -3.386399 1.131022 -0.708355
C12 -5.414394 -3.659141 -4.297565
Br7 -3.597163 -3.132541 -4.680877
Br8 -6.554164 -2.133882 -4.012457
Br9 -6.112174 -4.825103 -5.657597
H19 -5.394823 -4.220222 -3.374436
C13 -2.402238 4.674336 -0.988373
Br10 -3.502806 5.387942 0.420176
Br11 -2.488862 5.743989 -2.580205
Br12 -0.579836 4.412664 -0.398560
H20 -2.793375 3.698117 -1.241275
C14 8.252097 -4.855838 -1.960213
Br13 6.817424 -3.988986 -2.924098
Br14 8.848283 -3.764919 -0.488098
Br15 7.788439 -6.633889 -1.382998
H21 9.079794 -4.953859 -2.648417
C15 -6.922963 3.415725 0.534806
Br16 -7.944533 4.709037 -0.446654
Br17 -6.519724 4.066638 2.312491
Br18 -7.785421 1.690221 0.615637
H22 -5.989965 3.276726 0.004663
C16 -9.835929 7.878236 1.960271
Br19 -11.167487 8.923385 1.046309
Br20 -10.423687 6.065670 2.239739
Br21 -8.133737 7.956859 1.057211
H23 -9.696729 8.319257 2.936570
C17 1.320771 6.724183 2.556088
Br22 0.197766 8.171172 1.972803
Br23 3.129084 6.920122 1.924737
Br24 1.255969 6.497784 4.470819
H24 0.925225 5.818990 2.115715
C18 3.766978 -7.759564 1.275208
Br25 4.029800 -9.531286 0.585421
Br26 4.401672 -6.424334 0.020579
Br27 1.935789 -7.465751 1.796567
H25 4.370280 -7.664459 2.166736

Cartesian forces (eV/Å) of the 6 atoms listed first:
0.073 0.126 -0.267
0.510 -0.923 0.527
0.335 -0.107 0.129
-0.817 1.087 -0.666
-0.085 0.283 0.590
-0.744 -1.552 -0.812

***

Below is an isolated molecule of C18H25BrO3, with properties calculated with wB97M-V/def2-TZVPD.

HOMO energy   -8.49 eV
Frontier orbital gap   9.03 eV
E_LUMO   0.0199 hartree
2S+1   1
Energy relative to the best compared isomer or geometry (same formula, charge and spin)   22.6 kJ/mol
Structure (SMILES)   C=C1[C@@H](Cc2cc(OC)c(Br)cc2O)C(C)(C)CC[C@@]1(C)O

Atoms and positions in Å:
C1 -1.587345 -0.067558 -2.213350
C2 -1.082851 -0.511427 -0.974190
C3 0.159967 -1.400271 -1.007072
C4 1.472704 -0.627180 -1.234335
C5 1.651238 0.701640 -0.550430
C6 1.071266 1.851265 -1.095612
C7 1.243833 3.090289 -0.521736
O1 0.593777 4.112323 -1.149019
C8 -0.593315 4.512553 -0.432994
C9 2.007164 3.236949 0.662671
Br1 2.250829 4.986639 1.441772
C10 2.660902 2.097888 1.191866
C11 2.540486 0.870248 0.532556
O2 3.228809 -0.195062 1.019129
C12 0.165686 -2.391478 0.181767
C13 -1.019652 -3.442459 -0.011535
C14 1.431973 -3.246373 0.388534
C15 -0.027409 -1.625229 1.474440
C16 -1.392722 -0.965080 1.587746
C17 -1.754830 -0.048984 0.362418
C18 -3.257472 0.008765 0.251406
O3 -1.318401 1.296773 0.622103
H1 -1.120871 -0.454308 -3.123231
H2 -2.399244 0.613200 -2.322792
H3 0.023649 -2.024595 -1.893392
H4 1.499888 -0.453068 -2.328765
H5 2.316506 -1.271343 -0.979284
H6 0.470515 1.785737 -1.970209
H7 -1.037211 5.322858 -0.978377
H8 -0.424892 4.829063 0.574213
H9 -1.345962 3.739888 -0.458192
H10 3.295598 2.137672 2.059437
H11 2.936693 -1.023325 0.586749
H12 -0.737850 -4.204374 -0.730717
H13 -1.288246 -3.889162 0.944574
H14 -1.899291 -2.947266 -0.402799
H15 1.769815 -3.632151 -0.620107
H16 2.239537 -2.705895 0.861528
H17 1.186078 -4.096195 1.018785
H18 0.811508 -0.916257 1.592851
H19 0.087208 -2.309973 2.312331
H20 -2.137585 -1.751419 1.722703
H21 -1.404917 -0.320461 2.435900
H22 -3.607674 0.673479 -0.564604
H23 -3.649143 0.343144 1.233590
H24 -3.686562 -0.997268 -0.012199
H25 -0.342186 1.307787 0.515872

Cartesian forces (eV/Å) of the 6 atoms listed first:
1.973 -1.911 3.164
-1.698 1.250 -2.825
-0.478 -0.824 0.374
-0.084 0.286 -0.543
0.632 0.583 -0.193
0.913 -0.720 0.927

***

Below is a structure of composition C18H25ClMoN2S, with properties calculated with wB97M-V/def2-TZVPD.

HOMO energy (alpha / beta)   -14.78 / -15.21 eV
Total charge   +2
Frontier orbital gap (alpha / beta)   6.72 / 7.21 eV
E_LUMO (alpha / beta)   -0.2962 / -0.2939 hartree
2S+1   3
<S²>   2.0599

Atoms and positions in Å:
C1 1.310201 -2.579514 -4.023245
C2 0.950735 -4.051145 -3.850201
C3 0.705372 -2.052835 -5.319604
C4 2.825863 -2.419461 -4.050394
Cl1 0.619417 -1.583420 -2.593211
H1 1.067159 -2.578950 -6.211539
H2 0.952605 -0.997389 -5.477229
H3 -0.384028 -2.170710 -5.328443
H4 1.332853 -4.676917 -4.666979
H5 -0.133646 -4.208472 -3.844337
H6 1.378034 -4.473567 -2.934005
H7 3.300108 -2.969966 -4.872284
H8 3.289918 -2.801707 -3.134128
H9 3.118753 -1.372731 -4.188488
C5 -3.320241 0.005941 0.863999
C6 -2.842371 0.824418 -0.214268
C7 -2.080786 -0.046048 -1.111096
H10 -3.225232 1.802033 -0.496275
C8 -2.082729 -1.373243 -0.508546
C9 -2.908615 -1.340419 0.643902
H11 -3.308350 -2.191381 1.184265
H12 -3.972904 0.335478 1.683084
H13 -1.742677 0.187047 -2.121888
H14 -1.581934 -2.224159 -0.966134
C10 1.389613 1.495646 0.768814
C11 0.379084 2.515556 0.926522
C12 -0.298261 2.653073 -0.335111
H15 0.226937 3.108164 1.815233
C13 0.246705 1.688260 -1.245694
C14 1.297685 0.974631 -0.557759
H16 1.947257 0.238898 -1.013382
H17 2.168170 1.275288 1.499998
H18 -1.008981 3.437878 -0.570394
H19 -0.028897 1.513936 -2.271865
Mo1 -0.636525 0.580144 0.542247
C15 -1.656916 2.477839 4.700159
N1 -0.279067 1.997148 4.710763
C16 0.715140 2.520015 5.520503
C17 1.831664 1.771755 5.346026
N2 1.509899 0.805260 4.396322
C18 0.191590 0.922543 4.022465
S1 -0.760851 -0.142767 3.109662
H20 -1.902017 2.903821 3.715915
H21 -2.338775 1.652553 4.953592
H22 -1.684043 3.258738 5.466645
H23 0.491947 3.359971 6.137407
H24 2.776693 1.839366 5.861057
H25 2.154442 0.109405 4.037916

Cartesian forces (eV/Å) of the 6 atoms listed first:
0.674 -0.946 -1.419
-0.403 -0.320 0.593
-0.515 0.584 -0.056
0.436 0.419 0.494
0.204 -0.357 -0.446
0.208 -0.177 0.455